[1]
Formula: C5H7NO
Source: the Open Molecules 2025 dataset
Level of theory: ωB97M-V/def2-TZVPD

Results
SMILES = C/C(O)=C(/C)C#N
relative energy (zero: lowest compared OMol25 entry of this formula, charge and spin) = 0.718 eV
total energy = -324.69809 Ha
Kohn-Sham gap = 0.353 Ha
total charge = 0
largest force on an atom = 0.02378 hartree/bohr

```
14
Properties=species:S:1:pos:R:3:nbo_charge:R:1
O 0.5872 -1.6893 -0.2844 -0.659
N -0.4147 2.9358 0.1486 -0.340
C -0.4616 1.7754 0.1790 0.275
C 1.9738 0.2128 -0.2497 -0.672
C 0.5918 -0.3483 -0.1139 0.428
C -0.5306 0.3464 0.1758 -0.281
C -1.8520 -0.3148 0.5027 -0.633
H -2.4651 -0.5342 -0.3806 0.220
H -2.4436 0.3318 1.1571 0.243
H 2.6733 -0.5021 0.1956 0.237
H -0.3239 -2.0101 -0.3624 0.488
H 2.0660 1.1784 0.2533 0.242
H -1.6836 -1.2517 1.0493 0.212
H 2.2460 0.3365 -1.3038 0.238
```

[2]
Formula: C5H7NO
Source: the Open Molecules 2025 dataset
Level of theory: ωB97M-V/def2-TZVPD

Results
SMILES = CC(=O)[C@@]12C[C@@H]1N2
relative energy (zero: lowest compared OMol25 entry of this formula, charge and spin) = 4.228 eV
total energy = -324.56910 Ha
Kohn-Sham gap = 0.375 Ha
total charge = 0
largest force on an atom = 0.03150 hartree/bohr

```
14
Properties=species:S:1:pos:R:3:nbo_charge:R:1
O 0.6407 -0.7234 -1.9749 -0.530
N -0.2875 2.0102 -0.0302 -0.535
C -0.9094 0.9747 0.8463 -0.057
C 0.7137 -0.4224 -0.8011 0.589
C 1.5342 -1.1074 0.2646 -0.715
C -1.4751 -0.0298 -0.1054 -0.402
C -0.0928 0.6217 -0.2505 -0.049
H 1.3899 -2.1748 0.1578 0.234
H -0.8229 0.9481 1.9173 0.218
H 1.3402 -0.7946 1.3036 0.224
H -2.1957 0.1278 -0.8985 0.212
H -1.5155 -1.0609 0.2962 0.217
H -0.8739 2.4403 -0.7412 0.344
H 2.5542 -0.8095 0.0159 0.251
```

[3]
Formula: C5H7NO
Source: the Open Molecules 2025 dataset
Level of theory: ωB97M-V/def2-TZVPD

Results
relative energy (zero: lowest compared OMol25 entry of this formula, charge and spin) = 4.392 eV
total energy = -324.56305 Ha
Kohn-Sham gap = 0.312 Ha
total charge = 0
largest force on an atom = 0.00555 hartree/bohr

```
14
Properties=species:S:1:pos:R:3:nbo_charge:R:1
O 0.9197 -1.0718 0.5780 -0.461
N 2.6604 0.2869 0.0032 -0.800
C 0.3176 0.7342 -0.7056 -0.443
C -0.5187 -1.1255 0.3691 -0.188
C 1.3228 0.0206 -0.0749 0.555
C -2.2701 0.2048 -0.0565 -0.637
C -0.8635 0.0905 -0.2768 0.038
H -2.9419 0.6292 -0.8084 0.206
H 2.9367 1.2486 -0.1238 0.395
H -1.8520 -1.0616 0.7835 0.255
H -2.5306 0.5141 0.9537 0.232
H -0.7146 -2.0417 -0.1901 0.217
H 0.4419 1.6929 -1.1908 0.230
H 3.1525 -0.2036 0.7359 0.400
```

[4]
Formula: C5H7NO
Source: the Open Molecules 2025 dataset
Level of theory: ωB97M-V/def2-TZVPD

Results
relative energy (zero: lowest compared OMol25 entry of this formula, charge and spin) = 7.091 eV
total energy = -324.46386 Ha
Kohn-Sham gap = 0.281 Ha
total charge = 0
largest force on an atom = 0.00773 hartree/bohr

```
14
Properties=species:S:1:pos:R:3:nbo_charge:R:1
O -0.0797 -0.6365 -2.1351 -0.639
N 0.7283 -1.5288 1.1741 -0.528
C 0.0092 -0.2515 -0.9786 0.429
C -0.0984 -0.8325 0.3423 0.268
C -1.7058 0.4603 -0.3060 -0.694
C 0.7838 0.0021 1.0964 -0.136
C 1.1315 0.6570 -0.2427 -0.430
H 0.5858 0.4972 2.0381 0.223
H 1.4235 -2.1063 0.6988 0.380
H 2.0825 0.3529 -0.6892 0.242
H -1.7167 1.1906 -1.1170 0.233
H -1.8230 0.9414 0.6661 0.199
H -2.4623 -0.3033 -0.4863 0.218
H 1.0261 1.7444 -0.2544 0.236
```

[5]
Formula: C5H7NO
Source: the Open Molecules 2025 dataset
Level of theory: ωB97M-V/def2-TZVPD

Results
relative energy (zero: lowest compared OMol25 entry of this formula, charge and spin) = 4.834 eV
total energy = -324.54682 Ha
Kohn-Sham gap (spin up / spin down) = 0.236 / 0.307 Ha
total charge = 0
largest force on an atom = 0.09404 hartree/bohr

```
14
Properties=species:S:1:pos:R:3:nbo_charge:R:1
O 1.3420 0.0259 1.9209 -0.428
N -0.5365 0.1253 -0.1784 -0.411
C 1.4553 -0.1884 0.7749 0.616
C 0.6965 -0.5780 -0.4408 -0.198
C -0.5319 1.4669 -0.3203 -0.077
C -1.6212 2.1448 -0.1043 -0.356
C 0.4945 -2.0750 -0.0590 -0.599
H -0.2856 -2.0563 0.6823 0.241
H 1.4294 -2.4833 0.4704 0.215
H 0.2881 2.1017 -0.6705 0.169
H -1.5709 3.1388 0.0423 0.184
H 0.2530 -2.7919 -0.9139 0.235
H 1.0571 -0.4799 -1.3866 0.219
H -2.4699 1.6493 0.1830 0.189
```

[6]
Formula: C5H7NO
Source: the Open Molecules 2025 dataset
Level of theory: ωB97M-V/def2-TZVPD

Results
relative energy (zero: lowest compared OMol25 entry of this formula, charge and spin) = 7.092 eV
total energy = -324.46386 Ha
Kohn-Sham gap = 0.281 Ha
total charge = 0
largest force on an atom = 0.00773 hartree/bohr

```
14
Properties=species:S:1:pos:R:3:nbo_charge:R:1
O -0.0719 -0.6506 -2.1209 -0.639
N 0.7369 -1.5415 1.1886 -0.528
C 1.1397 0.6437 -0.2293 -0.430
C -0.0899 -0.8457 0.3566 0.268
C 0.0173 -0.2652 -0.9646 0.429
C -1.6978 0.4464 -0.2922 -0.694
C 0.7922 -0.0106 1.1102 -0.136
H 1.0343 1.7311 -0.2415 0.236
H 0.5943 0.4850 2.0517 0.223
H -1.7072 1.1794 -1.1009 0.233
H -2.4535 -0.3169 -0.4765 0.218
H 2.0907 0.3392 -0.6758 0.242
H 1.4322 -2.1191 0.7135 0.380
H -1.8173 0.9246 0.6811 0.199
```

[7]
Formula: C5H7NO
Source: the Open Molecules 2025 dataset
Level of theory: ωB97M-V/def2-TZVPD

Results
relative energy (zero: lowest compared OMol25 entry of this formula, charge and spin) = 5.246 eV
total energy = -324.53166 Ha
Kohn-Sham gap = 0.300 Ha
total charge = 0
largest force on an atom = 0.02487 hartree/bohr

```
14
Properties=species:S:1:pos:R:3:nbo_charge:R:1
O 2.4184 0.2121 -0.9713 -0.484
N 0.8978 1.2081 -2.6407 -0.407
C -0.7310 -0.3971 0.7591 -0.596
C 1.6223 0.7447 -1.8572 0.543
C 0.4081 0.3952 0.2974 0.211
C -2.0536 0.1281 0.1835 -0.591
C 1.7367 -0.2490 0.2497 -0.248
H 1.8663 -1.3470 0.2695 0.188
H -0.6770 -0.1788 1.8468 0.277
H -2.1199 1.2082 0.3375 0.225
H -2.9184 -0.3600 0.6427 0.209
H -0.6347 -1.4931 0.6625 0.203
H -2.0877 -0.0476 -0.8973 0.220
H 2.2727 0.1764 1.1177 0.251
```

[8]
Formula: C5H7NO
Source: the Open Molecules 2025 dataset
Level of theory: ωB97M-V/def2-TZVPD

Results
SMILES = N[C@]12O[C@@]13CC[C@@H]23
relative energy (zero: lowest compared OMol25 entry of this formula, charge and spin) = 5.447 eV
total energy = -324.52428 Ha
Kohn-Sham gap = 0.338 Ha
total charge = 0
largest force on an atom = 0.02038 hartree/bohr

```
14
Properties=species:S:1:pos:R:3:lowdin_charge:R:1
O 0.7669 -1.1556 0.6483 -0.008
N 2.2014 -0.2430 -0.9177 0.096
C -1.5116 -0.4550 0.2171 -0.180
C 0.2736 0.8982 -0.1014 -0.040
C -0.2217 -0.8245 -0.4865 -0.027
C 1.2807 -0.0368 0.1117 -0.486
C -0.9760 0.8708 0.7724 -0.136
H -0.7177 0.8033 1.8310 0.119
H -2.2729 -0.3006 -0.5548 0.111
H -1.6163 1.7378 0.6083 0.110
H 1.4324 -0.6708 -1.5234 0.093
H 2.7612 -1.0569 -0.6657 0.094
H -1.8441 -1.2176 0.9252 0.114
H 0.4442 1.6509 -0.8648 0.142
```

[9]
Formula: C5H7NO
Source: the Open Molecules 2025 dataset
Level of theory: ωB97M-V/def2-TZVPD

Results
relative energy (zero: lowest compared OMol25 entry of this formula, charge and spin) = 4.393 eV
total energy = -324.56303 Ha
Kohn-Sham gap (spin up / spin down) = 0.238 / 0.315 Ha
total charge = 0
largest force on an atom = 0.05460 hartree/bohr

```
14
Properties=species:S:1:pos:R:3:nbo_charge:R:1
O 0.0499 -2.3338 1.0654 -0.423
N 0.0259 0.4899 0.3140 -0.400
C 1.3327 0.7531 0.1606 -0.050
C 2.0725 1.5730 0.9375 -0.367
C -0.5151 -0.4655 -0.4989 -0.216
C -0.4374 -1.7885 0.1696 0.603
C -2.0602 -0.3429 -0.7200 -0.586
H 3.1545 1.5755 1.0155 0.199
H -2.2439 0.5411 -1.3104 0.221
H 1.7718 2.1109 1.8606 0.203
H 1.8661 0.0296 -0.5531 0.154
H -2.3719 -1.2552 -1.2522 0.217
H -0.0418 -0.7175 -1.5246 0.217
H -2.6029 -0.1698 0.3360 0.227
```